Molecular formula: C27H43Br14FO3
Method: DFT, the ωB97M-V functional and the def2-TZVPD basis

```
88
Properties=species:S:1:pos:R:3:forces:R:3
C -3.434340 1.492546 1.005898 -0.43 0.33 1.07
C -3.250572 0.919445 2.494066 -0.06 1.01 0.18
C -1.843710 0.228297 2.739285 -0.11 -0.14 0.17
C -1.461978 -0.881948 1.691213 -0.37 -1.83 -0.60
C -2.247741 -2.011648 1.440986 0.82 0.69 0.06
C -3.632115 -2.314431 2.139078 0.87 -0.21 -0.78
C -3.561075 -2.458844 3.707689 -2.64 -1.21 0.75
O -4.493572 -3.054106 4.276320 2.45 1.51 -1.38
C -1.750372 -3.079566 0.391917 0.15 -0.84 -0.58
O -2.481910 -3.969019 -0.074933 1.23 2.07 1.37
C -0.255974 -3.062404 -0.067963 0.51 2.29 0.84
C 0.547311 -1.931908 0.147587 -1.22 -2.29 -0.23
C 2.024299 -1.994597 -0.392388 0.26 0.86 -0.33
C 2.960888 -0.815472 0.083497 -0.50 0.40 -0.88
F 2.758993 0.293702 -0.833284 0.23 -1.12 0.95
C -0.116545 -0.712017 0.858913 -0.19 2.06 0.44
O 0.314896 0.455503 0.799509 -0.53 -3.10 -0.12
H -4.207077 0.885602 0.446316 1.58 1.13 0.80
H -3.850279 2.551072 1.101774 0.51 -1.35 -0.26
H -2.433420 1.571158 0.490978 -1.13 -0.28 0.34
H -4.139013 0.287118 2.823415 1.24 0.68 -0.57
H -3.284986 1.833053 3.178746 0.15 -1.32 -0.66
H -1.837759 -0.263777 3.767492 -0.02 0.60 -1.27
H -1.074864 1.061225 2.806918 -0.73 -1.25 -0.50
H -4.373504 -1.528981 1.788479 0.77 -0.87 0.85
H -4.036202 -3.302813 1.741475 0.60 1.24 0.57
H -2.732811 -2.054977 4.371108 -0.48 -0.28 -1.10
H 0.164706 -3.964836 -0.612040 -0.86 1.19 0.75
H 2.542719 -2.986472 -0.176497 -1.01 1.18 0.03
H 1.970843 -1.925075 -1.530729 0.14 -0.02 1.43
H 4.059390 -1.074703 -0.013303 -1.42 0.22 0.29
H 2.669896 -0.433992 1.100268 0.47 -0.41 -1.13
Br 7.252081 -0.558898 1.569085 0.11 0.05 -0.09
C 7.712923 0.513419 0.006246 0.05 0.15 0.22
C 6.503534 0.723748 -0.867433 0.06 -0.08 -0.29
Br 6.096513 -0.877189 -1.904081 0.02 0.02 0.04
H 8.531914 0.007824 -0.502853 -0.16 0.01 0.02
H 8.070831 1.463155 0.404875 -0.09 -0.03 -0.11
H 6.690941 1.500740 -1.608263 0.01 -0.03 0.13
H 5.605600 0.975827 -0.304831 0.10 -0.01 -0.09
Br 3.977710 2.570504 -2.794225 -0.02 0.15 -0.03
C 2.103144 2.974991 -2.449184 0.05 -0.31 -0.03
C 1.514419 3.840596 -3.532452 -0.14 0.20 0.08
Br 2.081711 5.696638 -3.348808 0.00 -0.04 -0.11
H 2.055022 3.429795 -1.461020 -0.02 0.00 -0.14
H 1.605725 2.004824 -2.422204 0.03 0.09 0.02
H 0.427243 3.866817 -3.448126 0.11 -0.06 0.08
H 1.791561 3.522818 -4.536881 0.06 -0.02 0.16
Br 1.352457 -0.463114 4.539799 0.04 -0.09 -0.05
C 3.112651 -0.956283 5.217741 -0.18 0.23 0.12
C 4.188702 -0.659332 4.205028 0.20 -0.23 -0.03
Br 4.207286 -1.991442 2.785208 0.00 -0.22 0.38
H 3.063600 -2.007305 5.497468 0.07 0.11 -0.11
H 3.252152 -0.351652 6.114576 0.03 -0.03 -0.10
H 5.176640 -0.718863 4.663485 -0.10 0.00 0.01
H 4.073428 0.312213 3.727126 -0.11 -0.13 0.09
Br -5.141359 -0.488428 -1.016837 -0.49 -0.59 -0.65
C -6.186358 0.172006 -2.523997 0.17 -0.18 -0.12
C -6.129997 1.675952 -2.610157 -0.23 0.15 -0.02
Br -7.279421 2.505782 -1.273126 0.12 -0.01 0.01
H -7.196832 -0.215470 -2.404667 0.09 0.13 0.01
H -5.730355 -0.279727 -3.405615 -0.02 0.09 0.06
H -6.516659 2.019821 -3.569927 0.05 -0.10 0.05
H -5.128869 2.078188 -2.461644 -0.10 -0.13 -0.02
Br 3.431816 3.984819 2.551554 0.03 -0.11 -0.08
C 4.951309 2.767975 2.478327 -0.19 0.11 0.21
C 6.239227 3.510604 2.229514 0.25 -0.14 -0.18
Br 6.402142 4.040354 0.361336 -0.05 0.11 0.09
H 4.727310 2.025925 1.712447 0.09 0.10 0.04
H 4.973511 2.282375 3.454376 0.11 0.08 -0.07
H 7.097179 2.863253 2.417221 -0.12 -0.02 0.04
H 6.336705 4.416694 2.825503 -0.11 -0.12 -0.05
Br -2.783129 -8.152102 -1.527344 -0.06 0.04 -0.06
C -3.926181 -6.827026 -0.668130 0.28 -0.04 0.16
C -4.913579 -7.478785 0.265665 -0.25 0.10 -0.04
Br -6.381210 -8.305183 -0.715979 0.05 -0.06 0.06
H -4.399323 -6.252513 -1.462532 0.00 -0.09 0.13
H -3.244889 -6.180682 -0.115993 -0.12 -0.04 -0.05
H -5.385803 -6.732705 0.905643 0.09 -0.01 -0.08
H -4.470279 -8.255750 0.886580 0.02 0.10 -0.13
Br -2.403068 3.439708 -3.788620 0.03 -0.08 -0.02
C -1.767676 4.050322 -5.527277 0.01 0.20 0.20
C -2.912391 4.268396 -6.483445 0.02 -0.11 -0.28
Br -3.590958 2.577176 -7.174005 -0.05 0.07 0.08
H -1.047420 3.313265 -5.879178 -0.16 0.05 -0.03
H -1.251246 4.990159 -5.326668 -0.07 -0.04 -0.05
H -2.578037 4.820101 -7.362509 0.03 -0.03 0.11
H -3.756070 4.788529 -6.032585 0.15 -0.07 0.03
```
Forces are in eV/Å.

- 2S+1 = 1
- net charge = 0
- SMILES = CCCC1=C(CC=O)C(=O)C=C(CCF)C1=O.BrCCBr.BrCCBr.BrCCBr.BrCCBr.BrCCBr.BrCCBr.BrCCBr
- highest occupied orbital energy (eV) = -9.8
- maximum force (hartree/bohr) = 0.06201
- energy (eV) = -1018148.9286



Molecular formula: C27H43NO23
Method: DFT, the ωB97M-V functional and the def2-TZVPD basis

```
94
Properties=species:S:1:pos:R:3:forces:R:3
C -6.556673 13.303577 0.241750 -0.53 0.54 -1.21
O -5.634713 12.481117 0.891250 -0.17 0.66 -0.78
C -5.757503 12.362937 2.276740 0.26 0.58 -0.31
C -4.462173 11.866777 2.812890 0.56 -0.15 1.38
N -3.428713 12.886497 3.192620 0.04 -1.50 0.07
C -2.609813 12.321757 4.276440 1.59 -0.34 0.09
C -1.812943 11.031877 3.950300 0.08 -0.43 0.24
O -2.650903 9.887747 4.118110 -0.54 -0.55 -1.14
C -2.194903 8.759537 3.369720 0.19 0.33 0.41
H -6.516193 14.378047 0.420580 0.47 0.17 0.89
H -7.612013 13.047677 0.335940 -0.12 -0.53 0.49
H -6.375143 13.282477 -0.832820 0.30 -0.51 -0.05
H -6.606103 11.724317 2.521960 0.01 -0.33 0.10
H -5.926853 13.306207 2.796020 -0.35 0.55 -0.24
H -3.964903 11.129947 2.182100 -0.27 0.10 -0.23
H -4.775053 11.326397 3.706310 0.30 -0.24 0.39
H -3.801833 13.756827 3.543910 -0.46 -0.03 -0.13
H -3.132903 12.117677 5.210690 -0.56 -0.14 0.04
H -1.846683 13.046677 4.559680 0.03 0.29 -0.16
H -0.945513 10.759817 4.551670 0.07 1.02 1.23
H -1.235083 11.095457 3.028270 -1.01 -0.02 -1.10
H -2.200883 8.956097 2.297600 0.17 0.18 -0.12
H -2.795433 7.862827 3.522660 -0.40 0.38 0.38
H -1.193253 8.502097 3.713960 0.34 -0.05 -0.23
O 0.781087 0.143837 1.259580 -0.61 -2.53 -1.89
C 0.401467 -0.850843 0.637570 -0.48 2.86 2.82
O -0.879013 -1.118193 0.369920 -0.49 0.99 -0.40
C -0.937173 -2.341353 -0.326360 -3.14 -0.55 -0.72
C 0.448087 -2.765913 -0.598460 0.53 0.14 -0.08
O 1.093457 -1.894343 0.297970 3.93 -0.76 0.34
H -1.514813 -3.028413 0.292010 0.24 -0.22 0.11
H -1.537873 -2.194603 -1.223990 0.08 0.06 -0.09
H 0.835337 -2.532443 -1.590250 -0.24 -0.21 -0.13
H 0.632307 -3.809633 -0.343900 0.22 0.20 0.05
O 5.062507 -5.314793 -6.599320 -2.14 -3.89 -2.00
C 4.545337 -6.359203 -7.082090 3.78 3.85 2.02
O 5.273587 -7.348303 -7.631510 0.53 0.20 -0.70
C 4.423637 -8.345353 -8.133120 -1.73 -1.76 1.28
C 3.037677 -8.035403 -7.466410 1.73 0.42 -0.09
O 3.298257 -6.676943 -7.050470 -3.22 0.20 0.02
H 4.347287 -8.476813 -9.212470 0.46 0.60 0.00
H 4.676227 -9.294653 -7.660760 0.69 -0.10 -0.52
H 2.908567 -8.602043 -6.544260 -0.15 -0.11 -0.16
H 2.185717 -8.171573 -8.132540 0.04 0.59 0.16
O 5.417657 -6.178583 1.716030 -0.24 1.52 3.37
C 5.287827 -5.687543 2.837840 -0.48 -2.18 -2.81
O 5.821887 -4.517903 3.247980 0.37 -1.32 -1.01
C 5.246697 -4.212273 4.459080 -1.06 1.57 2.24
C 4.663187 -5.474943 5.047770 -0.06 -0.12 -0.91
O 4.507217 -6.281923 3.827630 1.13 1.06 0.37
H 5.948157 -3.793693 5.180770 0.27 0.21 -0.43
H 4.442207 -3.494833 4.297270 0.06 0.25 -0.07
H 3.702317 -5.296363 5.530400 -0.06 -0.19 -0.32
H 5.338867 -5.870853 5.805940 0.05 -0.79 -0.44
O -3.340613 0.619647 -7.130140 -0.24 1.73 -0.59
C -3.907293 1.666457 -7.390840 0.87 -4.59 2.55
O -4.622713 2.298537 -6.476140 -1.14 1.29 2.08
C -5.410723 3.329917 -7.074860 0.23 -0.14 -0.58
C -4.748813 3.395857 -8.407270 -0.33 1.11 -1.72
O -4.053513 2.185467 -8.545590 0.45 0.61 -2.63
H -6.432293 3.030327 -7.308840 -0.15 -0.35 1.02
H -5.384713 4.301737 -6.581930 0.09 -0.44 0.50
H -4.023373 4.201927 -8.517160 -0.26 0.16 -0.19
H -5.539923 3.373707 -9.156780 0.49 0.60 -0.42
O 1.043257 -15.436623 -1.594630 1.30 2.94 2.07
C 1.286147 -14.449713 -0.901050 -1.67 -1.71 -1.18
O 1.806487 -13.259143 -1.314730 -0.49 -1.20 0.22
C 1.819267 -12.364473 -0.176280 1.39 -0.40 -0.99
C 0.829697 -12.976023 0.755870 0.02 1.04 0.46
O 0.896497 -14.335863 0.432670 0.20 -1.01 -1.47
H 2.799567 -12.499283 0.280830 0.25 0.58 -0.17
H 1.665077 -11.377113 -0.611540 -0.11 0.00 0.61
H -0.153613 -12.542103 0.574420 -0.29 -0.35 0.37
H 1.198997 -12.857643 1.774540 -0.58 0.12 0.08
O 9.543577 3.664467 -1.234730 -4.06 -1.65 1.45
C 8.433137 3.122447 -1.053930 5.15 -0.13 -1.52
O 8.319537 1.766817 -0.674190 1.07 2.67 -0.12
C 7.037927 1.349017 -1.003410 -0.40 -1.20 -0.15
C 6.355007 2.555497 -1.598870 -0.88 -0.45 0.09
O 7.277187 3.635727 -1.446580 -0.61 -0.33 0.37
H 7.100107 0.604927 -1.797490 0.09 -0.39 0.29
H 6.571057 0.912367 -0.120530 -0.19 0.13 -0.07
H 5.413507 2.707027 -1.070950 0.05 0.66 -0.32
H 6.206757 2.325377 -2.653940 -0.24 0.68 -0.02
O -3.395083 -7.340973 4.294490 -0.43 4.43 3.37
C -3.379943 -6.305603 5.030110 -1.82 -4.07 -3.19
O -4.435863 -5.636713 5.570000 -1.52 -1.81 -0.97
C -4.041973 -4.412043 6.104830 -0.49 1.27 -0.20
C -2.567323 -4.618063 6.245520 0.01 1.38 0.64
O -2.317053 -5.656303 5.345390 3.03 -0.20 0.09
H -4.221593 -3.568013 5.438910 -0.26 -0.26 -0.64
H -4.645003 -4.150303 6.974280 0.39 -0.54 0.35
H -2.358693 -4.876033 7.283800 0.76 -0.14 -0.20
H -2.044193 -3.753693 5.836510 0.34 -0.05 0.74
```
Forces are in eV/Å.

- 2S+1 = 1
- net charge = 0
- SMILES = COCCNCCOC.O=C1OCCO1.O=C1OCCO1.O=C1OCCO1.O=C1OCCO1.O=C1OCCO1.O=C1OCCO1.O=C1OCCO1
- highest occupied orbital energy (eV) = -8.9
- maximum force (hartree/bohr) = 0.11207
- energy (eV) = -77272.9923
- energy relative to the best compared isomer or geometry (same formula, charge and spin) (eV) = 2.197